Density functional theory data (wB97M-V/def2-TZVPD) for 2 unconnected molecules or ions with the total composition C10H13N2O2 at a distorted geometry.

Last column: Löwdin charge in e.
Atoms and positions in Å:
H (-0.805, -2.416, -0.811)  0.11
H (-1.576, -1.341, 0.386)  0.11
H (-1.563, -0.987, -2.504)  0.10
H (1.205, -1.510, 1.721)  0.09
C (0.919, 0.049, -0.964)  -0.29
H (2.901, 0.852, -1.338)  0.07
H (0.145, 1.903, 1.313)  0.09
C (1.430, -1.531, 0.652)  -0.14
O (-3.047, 1.076, 1.312)  -0.04
C (-0.885, -1.368, -0.463)  -0.15
H (-0.463, 1.565, -1.489)  0.09
C (2.241, 0.178, -0.829)  -0.07
N (0.395, -0.856, -0.084)  -0.12
C (-0.705, 1.346, 1.682)  -0.14
H (-2.795, 2.666, -0.221)  0.08
C (-0.177, 0.569, -1.830)  -0.10
H (-2.237, 0.106, -1.293)  0.09
H (0.118, 0.627, -2.878)  0.11
H (1.509, -2.586, 0.333)  0.11
C (-1.936, 1.578, 1.103)  -0.61
C (-0.480, 0.444, 2.690)  -0.34
C (2.700, -0.722, 0.301)  -0.17
N (-0.231, -0.296, 3.551)  0.07
H (3.533, -1.368, 0.007)  0.09
C (-1.338, -0.425, -1.594)  -0.13
H (3.025, -0.132, 1.163)  0.10
O (-1.884, 2.578, 0.084)  -0.03

## Properties
E_LUMO = 3.6 eV
HOMO level = -3.360 eV
total energy = -17656.93870 eV
charge = -1


Density functional theory data (wB97M-V/def2-TZVPD) for a molecular structure, C5H13N2 at a distorted geometry.

Last column: Löwdin charge in e.
Atoms and positions in Å:
C (2.760, 0.805, -0.576)  0.09
H (0.571, -0.994, 0.949)  0.03
H (-2.138, 1.554, 1.194)  0.09
H (2.079, -0.784, 1.664)  0.05
H (-2.321, -1.623, -0.255)  0.10
H (-2.790, -0.435, -1.517)  0.13
H (0.134, 1.770, 0.032)  0.15
H (2.726, 1.487, -1.442)  0.11
N (1.683, 0.223, -0.177)  -0.08
H (3.742, 0.415, -0.427)  0.10
C (-1.869, 0.520, 1.169)  0.03
C (-1.892, -0.851, -0.935)  -0.06
N (-1.218, 0.165, -0.170)  -0.24
H (0.012, 0.864, -1.683)  0.13
H (-1.193, -1.272, -1.673)  0.10
H (-2.523, -0.232, 1.323)  0.04
H (1.869, -1.938, 0.340)  0.14
C (1.600, -0.919, 0.790)  -0.01
H (-1.116, 0.408, 1.979)  0.10
C (-0.113, 0.837, -0.587)  -0.01

## Properties
E_LUMO = -3.7 eV
HOMO level = -13.654 eV
total energy = -8366.95929 eV
charge = +1
energy relative to the best compared isomer or geometry (same formula, charge and spin) = 371.6 kJ/mol


Density functional theory data (wB97M-V/def2-TZVPD) for a molecular structure, C42H48N8O7S3Sm at a distorted geometry.

Last column: Löwdin charge in e.
Atoms and positions in Å:
C (-24.099, -3.142, -17.219)  -0.05
C (-25.753, -3.730, -18.942)  -0.28
C (-21.218, -3.727, -8.345)  -0.33
O (-20.433, -1.168, -8.351)  -0.68
C (-26.576, -4.754, -19.674)  -0.06
H (-30.101, -1.240, -11.819)  0.07
H (-24.537, -2.115, -5.744)  0.10
H (-14.472, 2.732, -6.261)  0.09
C (-14.064, 1.136, -7.608)  -0.02
N (-18.577, 0.808, -9.819)  0.05
C (-21.134, -0.085, -13.915)  -0.08
C (-24.063, 5.132, -9.105)  -0.05
H (-18.236, -0.671, -11.285)  0.17
H (-24.314, 2.112, -10.562)  0.10
H (-21.261, 1.438, -6.451)  0.10
C (-22.768, 5.055, -8.674)  0.01
N (-16.507, -0.214, -10.131)  0.13
N (-23.990, -1.653, -8.063)  -0.10
O (-20.920, 1.358, -11.990)  -0.10
H (-23.549, -0.954, -3.663)  0.12
C (-19.326, -2.470, -5.758)  -0.24
N (-22.458, -1.242, -15.662)  -0.15
H (-23.408, -3.437, -16.406)  0.10
H (-22.300, 5.762, -7.957)  0.13
H (-26.510, -2.063, -20.054)  0.11
C (-22.236, 0.279, -4.931)  -0.10
S (-23.249, -0.440, -16.886)  0.63
C (-16.003, 0.400, -8.953)  -0.15
S (-24.022, -1.433, -9.630)  0.62
H (-21.386, -5.660, -11.266)  0.09
H (-19.941, -1.590, -5.808)  0.07
O (-20.926, -0.818, -11.608)  -0.17
N (-22.587, 2.846, -9.726)  0.05
C (-29.773, -1.400, -10.816)  -0.08
H (-13.001, 1.136, -7.317)  0.12
C (-14.912, 2.117, -7.000)  -0.06
O (-24.156, 0.397, -16.188)  -0.29
H (-24.659, 6.016, -8.915)  0.12
C (-16.764, 1.403, -8.352)  -0.11
C (-23.875, 2.958, -10.061)  -0.11
N (-22.468, 0.019, -7.312)  0.00
H (-20.063, -3.263, -5.436)  0.12
H (-28.632, -2.973, -9.089)  0.13
H (-25.247, -0.436, -18.859)  0.10
C (-16.276, 2.213, -7.270)  0.02
C (-18.090, 1.604, -8.811)  -0.32
H (-26.227, -5.777, -19.527)  0.07
C (-18.829, -2.890, -7.148)  -0.34
C (-22.474, -0.700, -14.276)  -0.20
H (-18.060, -2.980, -3.940)  0.08
H (-18.257, -1.297, -4.242)  0.05
O (-23.512, -0.121, -10.122)  -0.47
N (-20.025, 2.691, -8.933)  -0.09
H (-20.176, -5.455, -9.079)  0.10
H (-20.016, 4.757, -8.648)  0.15
S (-19.869, -2.613, -8.598)  1.01
C (-28.326, -1.419, -10.635)  -0.26
H (-21.561, -1.671, -15.897)  0.12
H (-24.668, -5.293, -17.778)  0.14
C (-21.134, -4.971, -9.269)  -0.29
O (-23.555, -2.528, -10.439)  -0.29
C (-18.166, -2.224, -4.720)  -0.06
C (-24.613, 4.109, -9.874)  -0.03
C (-27.906, -2.314, -9.596)  -0.03
C (-26.100, -0.658, -11.093)  -0.06
H (-14.147, -0.659, -8.833)  0.10
H (-26.268, -2.958, -8.452)  0.11
H (-22.125, -3.110, -8.544)  0.08
H (-21.924, -5.678, -8.883)  0.14
H (-15.946, -0.817, -10.749)  0.18
H (-17.215, -2.191, -5.201)  0.05
H (-22.028, -4.011, -11.068)  0.06
C (-24.824, -4.155, -17.949)  -0.01
H (-21.083, -4.058, -7.337)  0.08
H (-20.268, -4.290, -11.129)  0.08
H (-17.014, 2.978, -6.911)  0.13
H (-22.645, -1.542, -13.625)  0.11
C (-24.220, -1.791, -17.594)  -0.27
C (-25.876, -2.401, -19.272)  -0.03
C (-23.401, -0.947, -7.114)  -0.39
O (-22.317, 0.094, -17.838)  -0.28
C (-20.989, 0.178, -12.418)  -0.64
C (-23.190, -0.727, -4.678)  -0.08
H (-25.565, 4.126, -10.384)  0.12
H (-27.823, -0.093, -12.300)  0.12
H (-23.383, -0.016, -14.256)  0.13
H (-27.629, -4.789, -19.358)  0.09
H (-30.318, -0.735, -10.158)  0.09
C (-23.795, -1.337, -5.733)  0.00
C (-21.934, 0.612, -6.226)  -0.18
H (-26.647, -4.515, -20.745)  0.08
C (-17.782, -0.011, -10.467)  -0.12
H (-25.411, -0.101, -11.642)  0.09
H (-18.479, -3.929, -7.114)  0.11
Sm (-21.209, 0.528, -9.732)  1.79
C (-21.234, -4.700, -10.732)  -0.13
C (-26.591, -2.249, -9.214)  -0.04
C (-25.068, -1.447, -18.632)  -0.06
C (-22.000, 3.960, -9.196)  -0.25
C (-27.454, -0.615, -11.423)  0.00
H (-30.115, -2.430, -10.625)  0.09
H (-21.708, 0.771, -4.109)  0.10
H (-18.011, -2.209, -7.495)  0.08
N (-18.797, 2.590, -8.343)  0.07
H (-20.330, -0.710, -14.331)  0.13
C (-25.711, -1.413, -9.995)  -0.27
H (-21.018, 0.869, -14.443)  0.13
C (-20.597, 3.876, -9.003)  -0.04
C (-14.658, 0.215, -8.510)  0.00

## Properties
E_LUMO (alpha / beta) = -3.5 / -3.5 eV
HOMO level (alpha / beta) = -9.791 / -9.792 eV
total energy = -120992.14622 eV
charge = +1
energy relative to the best compared isomer or geometry (same formula, charge and spin) = 218.0 kJ/mol
2S+1 = 6


Density functional theory data (wB97M-V/def2-TZVPD) for 2 unconnected molecules or ions with the total composition C3H11N2.

Last column: Löwdin charge in e.
Atoms and positions in Å:
C (-2.608, 0.298, 0.348)  0.02
C (-0.825, 1.921, -0.048)  0.19
H (1.270, -0.123, -0.559)  0.04
H (-0.509, 0.005, 0.270)  0.12
N (3.089, -1.059, -0.131)  -0.04
H (0.230, 2.129, -0.156)  0.13
H (1.054, -1.687, 0.277)  0.07
H (1.522, -1.594, -1.428)  0.08
H (3.471, -1.995, -0.162)  0.07
H (-3.242, 1.175, 0.414)  0.10
C (1.672, -1.139, -0.451)  -0.21
H (-2.857, -0.343, -0.494)  0.11
H (-1.578, 2.694, -0.149)  0.13
H (-2.673, -0.279, 1.267)  0.11
H (3.195, -0.740, 0.815)  0.06
N (-1.212, 0.737, 0.186)  0.01

## Properties
E_LUMO = -5.2 eV
HOMO level = -12.767 eV
total energy = -6261.78239 eV
charge = +1
energy relative to the best compared isomer or geometry (same formula, charge and spin) = 173.6 kJ/mol